1.
The following is a DFT calculation (ωB97M-V/def2-TZVPD) of a structure of composition C33H41ClIN6ORuSSe in a non-equilibrium geometry.

Output
Kohn-Sham gap (spin up / spin down) = 6.95 / 6.32 eV
Charge = +2
2S+1 = 2

Geometry (Å):
1 Ru -0.07 1.34 0.80
2 Cl -2.65 7.56 -1.14
3 C -1.72 6.28 -0.45
4 C -0.65 6.56 0.36
5 C 0.11 5.54 0.95
6 I 1.71 6.01 2.19
7 C -0.17 4.21 0.72
8 O 0.54 3.21 1.22
9 C -1.27 3.92 -0.15
10 N -1.53 2.59 -0.35
11 C -2.56 2.24 -1.09
12 C -3.40 3.18 -1.70
13 C -3.15 4.52 -1.53
14 C -2.06 4.93 -0.73
15 H -0.41 7.60 0.57
16 H -2.71 1.18 -1.25
17 H -4.23 2.84 -2.30
18 H -3.77 5.26 -1.99
19 S 1.08 0.50 2.61
20 C 2.44 0.71 1.52
21 C 3.80 0.56 1.69
22 C 4.61 0.77 0.58
23 C 4.05 1.13 -0.65
24 C 2.68 1.29 -0.73
25 N 1.91 1.07 0.33
26 H 4.22 0.30 2.65
27 H 5.68 0.66 0.67
28 H 4.67 1.30 -1.51
29 H 2.18 1.61 -1.63
30 C -1.51 -4.26 1.12
31 C -0.20 -4.65 0.45
32 C 1.04 -4.24 1.25
33 C 1.31 -2.74 1.28
34 N 1.66 -2.24 -0.05
35 C 0.92 -1.48 -0.88
36 Se -0.75 -0.67 -0.53
37 N 1.58 -1.35 -2.04
38 C 1.11 -0.69 -3.27
39 C 0.70 -1.70 -4.33
40 C -0.56 -2.48 -3.98
41 C -1.84 -1.66 -4.10
42 C 2.81 -1.97 -1.94
43 C 3.88 -2.06 -2.83
44 C 5.00 -2.73 -2.39
45 C 5.06 -3.29 -1.11
46 C 4.00 -3.21 -0.23
47 C 2.87 -2.53 -0.68
48 H -2.36 -4.64 0.56
49 H -1.61 -3.17 1.16
50 H -1.56 -4.66 2.13
51 H -0.15 -4.21 -0.55
52 H -0.17 -5.73 0.30
53 H 1.92 -4.76 0.85
54 H 0.94 -4.57 2.29
55 H 2.14 -2.50 1.95
56 H 0.45 -2.17 1.61
57 H 1.92 -0.05 -3.62
58 H 0.27 -0.05 -2.99
59 H 1.54 -2.39 -4.50
60 H 0.55 -1.16 -5.27
61 H -0.47 -2.90 -2.97
62 H -0.63 -3.35 -4.65
63 H -1.84 -0.81 -3.40
64 H -2.71 -2.26 -3.88
65 H -1.95 -1.26 -5.11
66 H 3.84 -1.62 -3.82
67 H 5.85 -2.83 -3.05
68 H 5.96 -3.81 -0.80
69 H 4.06 -3.64 0.76
70 N -3.72 1.02 4.53
71 C -3.59 -0.23 3.69
72 C -2.31 -0.15 2.88
73 N -2.24 1.05 2.06
74 C -2.41 2.27 2.86
75 C -3.69 2.26 3.68
76 H -2.94 1.05 5.20
77 H -4.57 0.99 5.09
78 H -4.48 -0.26 3.06
79 H -3.60 -1.09 4.36
80 H -2.22 -1.03 2.25
81 H -1.45 -0.15 3.56
82 H -2.92 1.02 1.31
83 H -2.40 3.14 2.21
84 H -1.54 2.35 3.53
85 H -4.58 2.22 3.04
86 H -3.77 3.12 4.34

2.
The following is a DFT calculation (ωB97M-V/def2-TZVPD) of a structure of composition C12H20F5N6O3PtSTe.

Output
Kohn-Sham gap = 7.05 eV
Charge = +1
2S+1 = 1

Geometry (Å):
1 Pt 0.23 0.28 0.43
2 N -0.43 -1.57 1.01
3 C 0.81 -2.39 0.95
4 C 0.67 -3.67 1.79
5 C 1.84 -4.65 1.80
6 C 2.21 -5.24 0.44
7 N 2.85 -4.20 -0.36
8 C 2.75 -4.03 -1.66
9 N 2.24 -4.98 -2.45
10 N 3.17 -2.87 -2.19
11 C 2.01 -1.48 1.32
12 O 3.15 -1.92 1.22
13 O 1.72 -0.28 1.69
14 H -0.81 -1.55 1.96
15 H -1.15 -1.93 0.39
16 H 0.93 -2.65 -0.10
17 H -0.22 -4.19 1.42
18 H 0.44 -3.39 2.82
19 H 1.56 -5.48 2.45
20 H 2.73 -4.20 2.25
21 H 1.32 -5.61 -0.07
22 H 2.89 -6.08 0.58
23 H 3.22 -3.40 0.19
24 H 2.17 -5.93 -2.12
25 H 2.16 -4.83 -3.44
26 H 3.26 -2.07 -1.59
27 H 2.99 -2.68 -3.16
28 N 0.21 4.51 -4.64
29 C 1.26 3.93 -4.09
30 S 2.81 3.96 -4.65
31 C 1.10 3.27 -2.77
32 C 0.69 3.91 -1.66
33 C 0.47 3.07 -0.50
34 N 1.05 1.94 -0.34
35 C 2.13 1.65 -1.30
36 C 1.49 1.83 -2.64
37 H 0.32 4.98 -5.52
38 H -0.72 4.28 -4.32
39 H 0.33 4.92 -1.68
40 H -0.29 3.34 0.22
41 H 3.00 2.29 -1.12
42 H 2.03 1.41 -3.48
43 F 2.58 0.35 -1.19
44 Te -0.38 0.52 -2.75
45 F 0.21 0.28 -4.54
46 F -1.83 -0.44 -3.37
47 F 0.49 -1.15 -2.45
48 F -1.36 2.01 -3.39
49 O -1.14 0.57 -1.05

Relative energy (zero: lowest compared OMol25 entry of this formula, charge and spin) for every record listed, in sequence, given in kJ/mol: 36.1; 0.0.